No. 1
Computed, not measured: a cluster of 7 separate species, C42H35N7O14 in total, with ωB97M-V/def2-TZVPD.

Last column: Löwdin charge in e.
Cartesian coordinates (Å):
C (9.702, 15.518, -30.993)  -0.052
C (8.852, 14.878, -31.926)  -0.053
C (8.135, 13.777, -31.482)  -0.021
C (8.051, 13.352, -30.174)  -0.138
C (8.682, 14.160, -29.223)  -0.008
C (9.524, 15.163, -29.652)  -0.088
N (7.344, 12.124, -29.803)  -0.364
O (7.218, 11.883, -28.629)  0.085
O (6.977, 11.439, -30.730)  0.088
H (10.319, 16.377, -31.214)  0.108
H (8.873, 15.258, -32.936)  0.109
H (7.543, 13.301, -32.257)  0.122
H (8.804, 13.941, -28.170)  0.104
H (10.078, 15.732, -28.916)  0.105
C (8.927, 17.477, -22.135)  -0.086
C (8.159, 16.336, -21.938)  -0.070
C (8.213, 15.697, -20.718)  -0.001
C (8.998, 16.241, -19.707)  -0.148
C (9.818, 17.343, -19.881)  0.014
C (9.706, 17.998, -21.112)  -0.057
N (8.991, 15.588, -18.397)  -0.345
O (9.841, 15.934, -17.595)  0.070
O (8.170, 14.724, -18.163)  0.075
H (8.957, 18.015, -23.073)  0.103
H (7.606, 16.018, -22.812)  0.114
H (7.674, 14.772, -20.569)  0.123
H (10.579, 17.673, -19.193)  0.121
H (10.325, 18.871, -21.271)  0.094
C (8.979, 11.505, -17.471)  -0.067
C (9.398, 11.079, -18.725)  -0.063
C (10.662, 11.381, -19.189)  -0.017
C (11.548, 12.040, -18.336)  -0.148
C (11.062, 12.566, -17.152)  -0.011
C (9.759, 12.379, -16.712)  -0.057
N (12.926, 12.251, -18.770)  -0.352
O (13.156, 12.276, -19.963)  0.063
O (13.743, 12.435, -17.900)  0.102
H (8.033, 11.151, -17.080)  0.110
H (8.738, 10.504, -19.362)  0.109
H (11.087, 11.052, -20.124)  0.090
H (11.705, 13.193, -16.544)  0.124
H (9.387, 12.810, -15.797)  0.115
C (13.792, 9.441, -25.364)  -0.071
C (12.667, 9.654, -26.150)  -0.075
C (12.453, 10.890, -26.749)  -0.012
C (13.353, 11.912, -26.495)  -0.149
C (14.420, 11.709, -25.652)  -0.014
C (14.717, 10.464, -25.141)  -0.053
N (13.234, 13.237, -27.127)  -0.346
O (12.104, 13.561, -27.460)  0.059
O (14.198, 13.950, -27.210)  0.101
H (13.924, 8.450, -24.947)  0.107
H (12.014, 8.791, -26.183)  0.110
H (11.642, 10.977, -27.459)  0.124
H (15.148, 12.471, -25.398)  0.125
H (15.538, 10.269, -24.467)  0.111
C (12.987, 18.740, -24.299)  -0.047
C (13.105, 19.594, -23.174)  -0.067
C (14.052, 20.579, -23.110)  -0.008
C (15.021, 20.697, -24.119)  -0.147
C (14.927, 19.839, -25.198)  -0.005
C (13.934, 18.863, -25.298)  -0.058
N (15.989, 21.776, -24.105)  -0.364
O (15.855, 22.632, -23.257)  0.081
O (16.897, 21.749, -24.904)  0.087
H (11.996, 18.313, -24.388)  0.083
H (12.257, 19.653, -22.505)  0.088
H (14.035, 21.334, -22.334)  0.118
H (15.648, 19.964, -25.997)  0.119
H (13.922, 18.342, -26.245)  0.109
C (10.778, 11.869, -22.816)  -0.052
C (10.328, 11.783, -24.127)  -0.050
C (10.135, 12.952, -24.872)  0.005
C (10.366, 14.170, -24.260)  -0.140
C (10.780, 14.262, -22.935)  -0.001
C (11.042, 13.109, -22.248)  -0.060
N (10.151, 15.420, -24.988)  -0.324
O (9.713, 15.321, -26.117)  0.066
O (10.520, 16.459, -24.495)  0.055
H (10.993, 10.980, -22.240)  0.099
H (10.149, 10.798, -24.534)  0.107
H (9.921, 12.916, -25.930)  0.108
H (11.090, 15.192, -22.477)  0.123
H (11.465, 13.142, -21.255)  0.081
C (8.246, 17.958, -28.019)  -0.075
C (7.258, 17.052, -27.642)  -0.072
C (6.441, 16.571, -28.660)  -0.017
C (6.519, 17.011, -29.962)  -0.149
C (7.549, 17.877, -30.309)  -0.023
C (8.369, 18.426, -29.328)  -0.060
N (5.560, 16.646, -31.011)  -0.366
O (5.787, 17.004, -32.136)  0.082
O (4.600, 16.003, -30.663)  0.091
H (8.874, 18.173, -27.156)  0.105
H (7.114, 16.717, -26.628)  0.104
H (5.801, 15.787, -28.265)  0.127
H (7.830, 18.102, -31.328)  0.120
H (9.192, 19.033, -29.675)  0.108

- HOMO level (Ha) = -0.357
- SMILES = O=[N+]([O-])c1ccccc1.O=[N+]([O-])c1ccccc1.O=[N+]([O-])c1ccccc1.O=[N+]([O-])c1ccccc1.O=[N+]([O-])c1ccccc1.O=[N+]([O-])c1ccccc1.O=[N+]([O-])c1ccccc1
- Kohn-Sham gap (eV) = 8.7
- 2S+1 = 1
- charge = 0
- calculated total energy (a.u.) = -3057.4299

---

No. 2
Computed, not measured: a cluster of 2 separate species, C56H70N3 in total, with ωB97M-V/def2-TZVPD.

Last column: Löwdin charge in e.
Cartesian coordinates (Å):
C (-1.517, -1.874, 2.129)  -0.063
C (-2.848, -1.603, 2.779)  -0.506
C (-3.878, -2.370, 1.940)  -0.062
C (-2.841, -2.200, 4.187)  -0.026
C (-3.087, -0.068, 2.736)  -0.079
C (-3.966, 0.424, 1.759)  -0.052
C (-4.311, 1.766, 1.696)  -0.061
C (-3.825, 2.641, 2.654)  -0.031
C (-3.029, 2.186, 3.702)  -0.060
C (-2.900, 3.109, 4.950)  -0.526
C (-1.446, 3.475, 5.184)  -0.056
C (-3.547, 2.428, 6.165)  -0.033
C (-3.634, 4.446, 4.793)  -0.077
C (-2.443, 0.879, 3.581)  -0.068
N (-1.155, 0.580, 4.190)  0.026
C (-0.975, 0.228, 5.604)  -0.113
C (0.517, 0.209, 5.804)  -0.092
N (1.083, 0.360, 4.454)  0.001
C (2.526, 0.265, 4.274)  -0.067
C (3.170, -1.006, 4.283)  -0.081
C (2.512, -2.409, 4.425)  -0.521
C (3.304, -3.478, 3.649)  -0.061
C (1.111, -2.488, 3.855)  -0.056
C (2.548, -2.805, 5.909)  -0.029
C (4.566, -1.051, 4.273)  -0.043
C (5.324, 0.047, 3.909)  -0.048
C (4.684, 1.269, 3.812)  -0.057
C (3.354, 1.426, 4.217)  -0.074
C (3.024, 2.845, 4.777)  -0.519
C (3.893, 3.936, 4.140)  -0.057
C (3.316, 2.819, 6.282)  -0.023
C (1.606, 3.289, 4.529)  -0.063
C (0.068, 0.586, 3.527)  -0.218
C (0.178, 0.727, 2.131)  -0.008
C (1.505, 0.943, 1.571)  -0.248
C (2.288, -0.159, 1.165)  -0.068
C (3.597, 0.016, 0.740)  -0.065
C (4.151, 1.299, 0.703)  -0.080
C (3.359, 2.415, 0.995)  -0.106
C (2.036, 2.250, 1.401)  -0.064
H (-0.728, -1.340, 2.646)  0.034
H (-1.275, -2.943, 2.101)  0.110
H (-1.509, -1.476, 1.118)  0.047
H (-4.902, -2.162, 2.267)  0.100
H (-3.785, -2.142, 0.872)  0.064
H (-3.697, -3.446, 2.042)  0.091
H (-3.600, -1.747, 4.834)  0.099
H (-3.052, -3.275, 4.119)  0.091
H (-1.861, -2.122, 4.665)  0.054
H (-4.429, -0.248, 1.040)  0.097
H (-4.988, 2.125, 0.922)  0.110
H (-4.121, 3.688, 2.609)  0.105
H (-1.021, 3.927, 4.277)  0.101
H (-1.347, 4.196, 6.009)  0.104
H (-0.864, 2.593, 5.443)  0.041
H (-4.638, 2.536, 6.089)  0.093
H (-3.336, 1.356, 6.226)  0.067
H (-3.215, 2.919, 7.089)  0.099
H (-4.715, 4.300, 4.693)  0.090
H (-3.465, 5.044, 5.699)  0.096
H (-3.263, 5.026, 3.942)  0.089
H (-1.481, 0.945, 6.262)  0.099
H (-1.418, -0.756, 5.818)  0.104
H (0.859, 1.031, 6.454)  0.117
H (0.862, -0.724, 6.268)  0.105
H (4.278, -3.685, 4.103)  0.074
H (2.740, -4.421, 3.663)  0.090
H (3.453, -3.186, 2.602)  0.088
H (0.426, -1.812, 4.366)  0.060
H (1.123, -2.260, 2.783)  0.071
H (0.715, -3.509, 3.975)  0.102
H (2.239, -1.983, 6.565)  0.071
H (1.891, -3.666, 6.088)  0.094
H (3.573, -3.083, 6.186)  0.090
H (5.084, -1.982, 4.501)  0.108
H (6.396, -0.037, 3.723)  0.116
H (5.266, 2.120, 3.458)  0.109
H (3.781, 3.927, 3.049)  0.067
H (3.556, 4.915, 4.505)  0.096
H (4.950, 3.834, 4.403)  0.084
H (2.698, 2.074, 6.799)  0.075
H (4.370, 2.565, 6.457)  0.096
H (3.116, 3.804, 6.723)  0.094
H (0.908, 2.548, 4.893)  0.038
H (1.420, 4.235, 5.058)  0.103
H (1.414, 3.437, 3.462)  0.072
H (-0.731, 0.977, 1.601)  0.087
H (1.813, -1.145, 1.192)  0.091
H (4.194, -0.859, 0.465)  0.114
H (5.209, 1.420, 0.458)  0.115
H (3.784, 3.420, 0.910)  0.113
H (1.368, 3.106, 1.543)  0.122
C (-2.919, -0.213, -3.299)  -0.005
C (-1.741, 0.646, -3.109)  -0.187
N (-1.208, 1.352, -4.136)  -0.045
C (-1.757, 1.412, -5.482)  0.011
C (-0.036, 1.996, -3.737)  -0.154
C (0.198, 1.646, -2.390)  -0.110
C (1.415, 1.972, -1.817)  -0.015
C (2.357, 2.691, -2.558)  -0.059
C (2.109, 3.019, -3.903)  -0.067
C (0.890, 2.687, -4.510)  -0.004
C (-0.874, 0.759, -1.964)  -0.072
C (-0.864, -0.035, -0.775)  0.180
C (-0.446, -1.432, -0.959)  -0.185
C (0.926, -1.764, -1.056)  -0.004
C (1.361, -3.069, -0.864)  -0.009
C (0.434, -4.121, -0.826)  -0.246
C (0.873, -5.534, -0.620)  -0.035
C (-0.918, -3.831, -1.041)  -0.018
C (-1.361, -2.517, -1.092)  -0.018
H (-3.163, -0.661, -2.333)  0.065
H (-3.800, 0.343, -3.651)  0.099
H (-2.717, -1.030, -4.010)  0.108
H (-1.128, 2.080, -6.074)  0.084
H (-1.775, 0.421, -5.959)  0.105
H (-2.782, 1.803, -5.456)  0.104
H (1.586, 1.646, -0.792)  0.076
H (3.297, 2.985, -2.090)  0.104
H (2.877, 3.542, -4.472)  0.108
H (0.656, 2.940, -5.542)  0.105
H (-1.555, 0.231, 0.026)  0.112
H (1.631, -0.949, -1.241)  0.120
H (2.426, -3.280, -0.737)  0.130
H (0.037, -6.139, -0.257)  0.085
H (1.228, -5.994, -1.549)  0.098
H (1.687, -5.600, 0.107)  0.087
H (-1.636, -4.653, -1.122)  0.129
H (-2.423, -2.300, -1.248)  0.108

- HOMO level (Ha) = -0.349
- Kohn-Sham gap (eV) = 4.0
- 2S+1 = 1
- charge = +1
- calculated total energy (a.u.) = -2339.7766

---

No. 3
Computed, not measured: a structure of composition C24H27O2PPtSe2Te, with ωB97M-V/def2-TZVPD.

Last column: Löwdin charge in e.
Cartesian coordinates (Å):
Pt (1.087, -1.050, 0.257)  0.322
Se (1.522, 0.101, 2.588)  0.396
P (1.065, 1.224, 0.574)  0.120
Se (1.072, 0.792, -1.605)  0.419
C (2.389, 2.359, 0.901)  -0.426
C (3.699, 1.880, 0.987)  -0.141
C (4.779, 2.703, 1.367)  -0.053
C (4.439, 3.990, 1.794)  -0.065
C (3.097, 4.442, 1.930)  -0.081
C (2.051, 3.696, 1.494)  -0.064
C (-0.396, 2.197, 0.842)  -0.464
C (-1.487, 1.824, 1.559)  -0.152
C (-2.662, 2.429, 1.522)  -0.066
C (-2.820, 3.506, 0.574)  -0.057
C (-1.735, 4.027, -0.144)  -0.034
C (-0.423, 3.369, 0.042)  -0.111
H (3.820, 0.866, 0.735)  0.064
H (5.790, 2.261, 1.393)  0.117
H (5.304, 4.561, 2.064)  0.094
H (2.953, 5.440, 2.320)  0.106
H (0.982, 3.885, 1.738)  0.110
H (-1.421, 0.902, 2.117)  0.096
H (-3.532, 2.104, 2.110)  0.119
H (-3.786, 3.843, 0.292)  0.086
H (-1.698, 4.896, -0.814)  0.104
H (0.472, 3.811, -0.501)  0.125
C (4.235, -2.503, 1.630)  -0.371
Te (2.087, -3.020, 1.923)  1.107
C (2.309, -4.825, 0.707)  -0.371
H (4.894, -3.151, 2.244)  0.012
H (4.360, -1.420, 1.887)  -0.015
H (4.304, -2.641, 0.520)  0.015
H (2.020, -5.576, 1.456)  -0.017
H (3.298, -4.965, 0.237)  0.027
H (1.498, -4.851, -0.045)  -0.004
C (-4.974, 0.166, -1.480)  -0.061
C (-3.694, -0.590, -1.509)  -0.271
C (-3.235, -1.256, -0.397)  -0.053
C (-2.205, -2.132, -0.357)  -0.254
C (-2.129, -3.251, 0.625)  -0.034
C (-1.420, -2.139, -1.552)  -0.053
C (-1.714, -1.338, -2.677)  -0.241
C (-0.843, -1.286, -3.900)  -0.057
C (-2.876, -0.615, -2.651)  -0.005
C (-0.149, -3.142, -1.642)  -0.551
O (-0.226, -4.258, -2.231)  0.007
O (0.988, -2.641, -1.219)  -0.293
H (-5.440, 0.205, -0.491)  0.072
H (-5.697, -0.328, -2.173)  0.093
H (-4.809, 1.188, -1.870)  0.081
H (-3.813, -1.193, 0.537)  0.121
H (-1.167, -3.352, 1.190)  0.062
H (-2.328, -4.222, 0.098)  0.115
H (-2.843, -3.043, 1.393)  0.062
H (0.183, -1.041, -3.693)  0.031
H (-1.110, -0.581, -4.638)  0.056
H (-0.890, -2.202, -4.532)  0.105
H (-3.173, -0.053, -3.522)  0.118

- HOMO level (alpha / beta) (Ha) = -0.249 / -0.288
- Kohn-Sham gap (alpha / beta) (eV) = 6.3 / 5.0
- 2S+1 = 3
- charge = 0
- calculated total energy (a.u.) = -6612.6539

---

No. 4
Computed, not measured: a cluster of 2 separate species, C5H14N3 in total, with ωB97M-V/def2-TZVPD.

Last column: Löwdin charge in e.
Cartesian coordinates (Å):
C (-1.041, 0.299, -2.628)  -0.055
C (-0.098, 1.393, -2.228)  -0.462
C (-0.317, 2.671, -2.519)  0.054
N (0.991, 0.992, -1.398)  0.040
H (-1.693, -0.032, -1.820)  0.069
H (-0.502, -0.576, -3.003)  0.085
H (-1.671, 0.630, -3.449)  0.086
H (0.339, 3.480, -2.227)  0.065
H (-1.124, 2.924, -3.193)  0.068
H (1.492, 0.199, -1.765)  0.100
H (1.644, 1.751, -1.260)  0.104
C (0.665, -2.162, 3.634)  -0.031
N (-0.176, -1.431, 2.700)  0.017
C (0.287, -0.882, 1.601)  -0.145
N (-0.425, -0.169, 0.775)  0.187
H (0.254, -3.117, 3.940)  0.098
H (0.934, -1.573, 4.509)  0.099
H (1.606, -2.377, 3.124)  0.095
H (-1.149, -1.297, 2.912)  0.160
H (1.333, -1.040, 1.373)  0.164
H (-1.396, 0.039, 0.958)  0.140
H (0.049, 0.279, -0.036)  0.063

- HOMO level (Ha) = -0.443
- Kohn-Sham gap (eV) = 9.1
- 2S+1 = 1
- charge = +1
- calculated total energy (a.u.) = -362.9455

---

No. 5
Computed, not measured: a structure of composition C43H34ClOP2ReS, with ωB97M-V/def2-TZVPD.

Last column: Löwdin charge in e.
Cartesian coordinates (Å):
Re (-1.229, 0.160, 0.653)  0.893
O (-1.724, -2.019, 3.012)  -0.356
S (-0.610, -1.491, 2.216)  0.803
C (0.600, -0.815, 3.303)  -0.362
C (0.772, -1.383, 4.555)  -0.032
C (1.649, -0.773, 5.440)  0.001
C (2.315, 0.392, 5.076)  -0.003
C (2.100, 0.969, 3.830)  -0.050
C (1.234, 0.361, 2.925)  -0.347
P (0.870, 1.111, 1.321)  0.980
C (0.767, 2.850, 1.719)  -0.387
C (-0.169, 3.239, 2.684)  -0.102
C (-0.254, 4.567, 3.065)  -0.040
C (0.606, 5.503, 2.493)  -0.026
C (1.544, 5.113, 1.546)  -0.038
C (1.625, 3.784, 1.148)  -0.067
C (2.237, 0.831, 0.197)  -0.358
C (2.033, 1.018, -1.171)  -0.115
C (3.108, 0.956, -2.044)  -0.057
C (4.383, 0.707, -1.553)  -0.026
C (4.586, 0.502, -0.194)  -0.028
C (3.516, 0.561, 0.687)  -0.050
C (0.216, -2.808, 1.378)  -0.340
C (0.832, -3.810, 2.114)  -0.015
C (1.380, -4.887, 1.436)  -0.001
C (1.304, -4.956, 0.049)  -0.003
C (0.667, -3.956, -0.677)  -0.039
C (0.116, -2.867, -0.010)  -0.321
P (-0.970, -1.669, -0.805)  0.972
C (-2.639, -2.319, -0.649)  -0.351
C (-3.499, -1.744, 0.287)  -0.131
C (-4.776, -2.238, 0.484)  -0.025
C (-5.193, -3.332, -0.264)  -0.013
C (-4.344, -3.920, -1.196)  -0.020
C (-3.069, -3.416, -1.397)  -0.058
C (-0.555, -1.552, -2.539)  -0.362
C (0.777, -1.610, -2.957)  -0.096
C (1.074, -1.559, -4.310)  -0.039
C (0.051, -1.439, -5.244)  -0.025
C (-1.275, -1.365, -4.831)  -0.035
C (-1.583, -1.425, -3.481)  -0.107
H (0.200, -2.255, 4.848)  0.129
H (1.791, -1.192, 6.428)  0.135
H (2.983, 0.873, 5.778)  0.133
H (2.588, 1.902, 3.576)  0.129
H (-0.814, 2.504, 3.161)  0.115
H (-0.966, 4.873, 3.821)  0.125
H (0.553, 6.539, 2.804)  0.127
H (2.225, 5.842, 1.126)  0.125
H (2.362, 3.480, 0.413)  0.115
H (1.040, 1.223, -1.549)  0.078
H (2.954, 1.106, -3.105)  0.119
H (5.226, 0.670, -2.232)  0.127
H (5.580, 0.305, 0.184)  0.127
H (3.682, 0.398, 1.744)  0.108
H (0.879, -3.763, 3.194)  0.123
H (1.861, -5.681, 1.992)  0.135
H (1.733, -5.802, -0.472)  0.133
H (0.594, -4.037, -1.754)  0.120
H (-3.202, -0.896, 0.930)  0.059
H (-5.434, -1.789, 1.215)  0.130
H (-6.188, -3.730, -0.115)  0.131
H (-4.678, -4.778, -1.765)  0.129
H (-2.414, -3.872, -2.130)  0.124
H (1.577, -1.703, -2.232)  0.109
H (2.103, -1.630, -4.640)  0.124
H (0.287, -1.420, -6.301)  0.128
H (-2.069, -1.278, -5.561)  0.127
H (-2.620, -1.399, -3.164)  0.114
Cl (0.261, 4.748, -4.151)  0.892
C (-0.486, 3.815, -2.979)  -0.617
C (-0.909, 2.507, -3.299)  -0.056
C (-1.564, 1.778, -2.357)  -0.013
C (-1.814, 2.305, -1.042)  -0.286
C (-2.657, 1.597, -0.148)  -0.161
C (-1.324, 3.624, -0.740)  0.009
C (-0.703, 4.365, -1.693)  -0.046
H (-0.739, 2.123, -4.297)  0.128
H (-1.947, 0.800, -2.607)  0.093
H (-3.441, 0.999, -0.615)  0.093
H (-3.077, 2.151, 0.697)  0.106
H (-1.517, 4.049, 0.236)  0.128
H (-0.388, 5.381, -1.496)  0.131

- HOMO level (alpha / beta) (Ha) = -0.627 / -0.624
- Kohn-Sham gap (alpha / beta) (eV) = 6.1 / 6.3
- 2S+1 = 2
- charge = +3
- calculated total energy (a.u.) = -3352.5881

---

No. 6
Computed, not measured: the molecule C2H4N2O2, with ωB97M-V/def2-TZVPD.

Last column: Löwdin charge in e.
Cartesian coordinates (Å):
N (1.842, 0.243, -0.097)  0.142
C (0.738, -0.523, 0.202)  -0.616
O (0.751, -1.740, 0.208)  0.053
N (-0.346, 0.259, 0.637)  0.140
C (-1.548, 0.378, 0.274)  -0.245
O (-2.182, -0.019, -0.841)  0.077
H (2.732, -0.231, -0.029)  0.104
H (1.833, 1.225, 0.134)  0.095
H (-1.581, -0.506, -1.417)  0.116
H (-2.239, 0.913, 0.929)  0.133

- HOMO level (Ha) = -0.368
- SMILES = NC(=O)/N=C\O
- Kohn-Sham gap (eV) = 10.7
- 2S+1 = 1
- charge = 0
- calculated total energy (a.u.) = -338.6169